A 11-piece molecular cluster, C44H77N11 overall, computed with ωB97M-V with the def2-TZVPD basis set.

Structure (XYZ):
```
132
Properties=species:S:1:pos:R:3:lowdin_charge:R:1
H 1.18716 -3.42122 3.85016 0.12
N 1.49785 4.22584 -0.66277 0.17
H 0.03434 4.97396 -5.02250 0.11
C -1.48891 0.61256 0.18193 -0.10
H 3.64710 -0.90804 5.68287 0.10
H -0.85663 -3.04807 2.87971 0.07
H -0.76471 -7.39224 -0.35843 0.08
N 4.03811 -4.41257 3.03925 0.15
H -6.21978 2.19598 0.38075 0.09
H 6.68315 -0.50106 3.77023 0.10
H -8.24787 0.69388 -1.32115 0.07
C -6.38048 1.58695 -0.50647 -0.24
H -3.12364 -2.90229 -3.75660 0.09
H -5.39592 1.09518 5.13822 0.11
N -7.18359 3.91533 3.06521 0.14
C 1.30061 0.68447 1.17853 -0.22
C 0.66012 4.44168 -4.30106 -0.27
C 2.02825 4.18714 -4.93842 -0.19
H 3.23255 -1.21735 8.18453 0.07
H 2.05729 5.30989 2.25411 0.12
H -8.34940 1.57903 0.27381 0.07
C -6.27865 3.24960 3.29470 -0.24
H -1.13349 -7.83366 -2.77996 0.11
H 2.67433 0.50322 8.25698 0.08
H 2.75430 3.74333 -4.25340 0.12
H 3.47372 0.53606 -2.11596 0.05
H -2.35159 -5.94807 -1.77779 0.13
H -4.70368 0.29678 -1.01679 0.10
C 3.28327 0.33289 -3.17455 -0.11
H -4.51264 3.06868 4.24841 0.12
H 0.87358 -4.61483 1.57628 0.10
C -5.06468 2.46391 3.52125 -0.20
C 2.97451 -0.26550 6.25538 -0.25
C -0.50082 -2.93856 1.85696 -0.10
H -4.09590 -2.04337 -4.69102 0.11
H -0.44549 -1.89410 1.55157 0.04
H 2.47033 -1.49417 -2.62485 0.10
H 7.78510 -1.79379 1.66210 0.07
C -2.43961 -0.84939 -3.89787 -0.11
H 5.47811 -1.75537 3.58752 0.09
H 4.15803 0.75812 -3.67291 0.08
N 1.56380 0.51130 2.28154 0.17
C 1.16980 5.41683 1.63575 -0.17
C -5.25258 1.04867 4.06056 -0.25
H -1.19046 -3.38730 1.14221 0.06
H 0.76185 -7.81865 -0.94544 0.08
H -2.06012 -5.59928 -3.46836 0.09
C -5.79427 -0.83566 0.38745 -0.23
H -1.00245 3.35817 -3.51645 0.07
H 0.89019 1.80422 -0.52309 0.08
H -0.16154 2.45198 -4.72949 0.07
H 6.53256 -2.96752 1.91753 0.06
N 0.78494 -0.70198 -5.87861 0.15
C 1.75090 -1.09944 -5.39861 -0.22
C 1.76184 -3.16923 2.95592 -0.20
C -0.00372 3.11856 -3.88259 -0.11
H 1.99816 -0.75063 6.21486 0.11
C -7.91714 1.54388 -0.73062 -0.09
H -1.20768 6.42897 0.69883 0.08
H 1.63508 7.48931 1.07290 0.11
H 1.90690 -2.08734 2.99468 0.09
N 3.85523 -1.16222 0.42977 0.17
H -0.22294 -1.02916 -0.29746 0.07
H -6.21523 -0.33414 -1.42297 0.12
H -6.06612 0.47926 3.60404 0.10
C 5.55698 -0.09314 2.08972 -0.18
H 7.65163 -2.69319 3.21513 0.07
H -1.27295 -2.32860 -5.84736 0.08
H 2.35232 0.87314 -3.35467 0.06
C -0.56449 -6.94977 -2.48769 -0.23
N -5.85389 -1.65969 1.18358 0.15
H 4.98082 0.58525 2.72372 0.10
H 0.37077 -6.09673 -0.74560 0.06
H -2.55049 0.04759 -4.51352 0.07
C -2.30698 -2.65945 -5.79756 -0.17
H -2.32626 -0.07858 0.29730 0.06
H -2.86592 -2.21694 -6.62473 0.12
C -0.39180 7.14135 0.55810 -0.12
C 4.34566 1.69640 5.72770 -0.26
H 1.92461 3.56382 -5.82752 0.12
C 3.02806 -3.87076 2.98908 -0.24
C -2.40824 -4.10198 -5.97876 -0.23
H 0.16994 -6.85972 -3.28704 0.11
C -5.71836 0.23372 -0.61846 -0.20
H 6.32111 0.46152 1.54581 0.12
C 7.10483 -2.18543 2.42208 -0.11
C -3.01595 -2.12463 -4.52197 -0.25
C 4.60960 -0.63808 1.12308 -0.21
H 0.76879 5.12402 -3.45781 0.10
C -0.01348 -7.06070 -1.08074 -0.11
N 3.24994 6.37507 -5.68932 0.13
H -4.15285 -0.87570 4.02799 0.07
N -0.71229 -3.39764 -1.79359 0.17
C 1.00116 0.75036 -0.25296 -0.18
H 2.44200 1.82536 6.25885 0.12
C -4.05587 0.14418 3.66613 -0.11
C 6.17954 -1.12802 3.03120 -0.26
H -3.17921 0.58780 4.14837 0.07
C 3.20077 -1.16755 -3.37753 -0.26
C 2.97941 -1.63073 -4.81154 -0.17
C 0.81043 6.89108 1.46700 -0.26
C 2.66987 5.44031 -5.35692 -0.24
C -1.55844 -5.76263 -2.51070 -0.18
H -5.99953 2.16380 -1.35354 0.11
H -3.06912 -0.73184 -3.01501 0.06
H -0.06846 7.08157 -0.48536 0.07
H 0.68820 2.75037 -3.12571 0.04
H 4.31966 0.17511 7.94084 0.07
C 0.92336 -3.53484 1.71656 -0.24
H -1.89960 1.43635 -0.41035 0.07
C -0.29138 0.01841 -0.59191 -0.24
H -8.33066 2.45614 -1.16339 0.07
H -1.36687 -0.86770 -3.71411 0.05
C 3.31886 -0.22279 7.75596 -0.10
C -1.07441 -4.44371 -2.10627 -0.23
H 1.80659 0.34314 -0.85906 0.07
H -4.44748 2.45431 2.62061 0.11
H 2.71287 1.13214 4.58317 0.08
C 3.01177 1.12769 5.63180 -0.19
H -0.81044 8.14036 0.67398 0.07
H 4.06349 -1.65657 -2.91604 0.11
H 0.30485 4.94424 2.10698 0.12
C 1.33669 4.76939 0.33488 -0.21
H -3.99753 0.13522 2.58004 0.04
H 3.03204 -2.69778 -5.02215 0.12
N 5.40906 2.12619 5.72447 0.15
N -2.45109 -5.24172 -6.10718 0.14
H -0.56058 0.00937 -1.64600 0.09
H 3.73752 -1.19294 -5.47440 0.13
H 0.54842 7.38850 2.40478 0.11
H 1.31797 -3.12525 0.78625 0.09
H -1.20623 0.97211 1.17102 0.06
```

Calculated values
ΔE to the lowest compared entry with this formula, charge and spin = 50.3 kcal per mole
Total charge = 0
SMILES string = CCCC#N.CCCC#N.CCCC#N.CCCC#N.CCCC#N.CCCC#N.CCCC#N.CCCC#N.CCCC#N.CCCC#N.CCCC#N
Highest occupied orbital energy = -11.36 eV

=====

C3H2MgO2 as an isolated structure, computed with ωB97M-V with the def2-TZVPD basis set.

Structure (XYZ):
```
8
Properties=species:S:1:pos:R:3:lowdin_charge:R:1
H -1.46250 1.49096 0.59401 -0.15
H 2.05298 0.74696 0.47510 0.07
Mg -2.48082 0.62690 -0.69180 0.23
O -0.22936 -1.48738 0.07234 -0.19
C 1.16682 0.12048 0.39077 -0.24
C -0.51194 -0.58253 -0.83252 -0.43
O 0.51623 0.23437 -0.86605 -0.17
C 0.94859 -1.14975 0.85816 -0.12
```

Calculated values
Spin multiplicity = 2
ΔE to the lowest compared entry with this formula, charge and spin = 0.0 kcal per mole
Total charge = -1
Highest occupied orbital energy (spin up / spin down) = -2.12 / -4.19 eV